No. 1
Below is 2 unconnected molecules or ions with the total composition C10H22IN2O5 in a non-equilibrium geometry, with properties calculated with the ωB97M-V functional and the def2-TZVPD basis.

Output
HOMO energy, eV: -11.26
LUMO level, eV: -3.0
M, g/mol: 377.2

```
! wB97M-V def2-TZVPD RIJCOSX def2/J DEFGRID3
* xyz 1 1
N -4.2203 -0.2212 1.1669
C -3.6673 -1.5054 0.8562
C -4.6324 -2.6927 1.1173
C -6.0962 -2.3688 0.8016
O -6.4629 -2.3183 -0.2936
I -7.5778 -2.0336 2.3420
O -2.4342 -1.7590 1.5998
C -1.7143 -2.7833 1.0965
O -0.5746 -2.8734 1.4010
H -3.8258 0.1632 2.0210
H -4.0550 0.4504 0.4268
H -3.3888 -1.5072 -0.2123
H -4.3388 -3.5399 0.4821
H -4.5491 -3.0058 2.1689
H -2.1157 -3.5366 0.3968
C 5.3160 2.4793 0.1890
O 5.3176 1.4797 -0.8252
C 4.4155 0.4095 -0.6549
C 3.1692 0.6249 -1.4961
N 2.3289 1.7620 -0.9783
C 1.6218 1.5718 0.3368
C 0.5061 0.5449 0.2503
O -0.5862 1.0548 -0.4868
C -0.6374 0.7008 -1.8640
H 6.3464 2.7653 0.3912
H 4.7887 3.3693 -0.1747
H 4.8558 2.1349 1.1185
H 4.1932 0.2226 0.3999
H 4.9123 -0.4864 -1.0326
H 2.5453 -0.2662 -1.5388
H 3.4505 0.9101 -2.5094
H 1.6269 2.0080 -1.6815
H 2.9287 2.5900 -0.9271
H 1.2111 2.5489 0.5898
H 2.3683 1.2983 1.0806
H 0.1450 0.3720 1.2661
H 0.8378 -0.4264 -0.1278
H -0.0289 -0.1775 -2.0956
H -0.3067 1.5498 -2.4740
H -1.6730 0.4910 -2.1264
*
```

---

No. 2
Below is a gas-phase ion, C10H22N4O (charge +2) in a non-equilibrium geometry, with properties calculated with the ωB97M-V functional and the def2-TZVPD basis.

Output
HOMO energy, eV: -16.23
LUMO level, eV: -6.5
M, g/mol: 214.3
SMILES: C#[N+]CCN(CC)N[C@H](O)[C@H]([NH3+])CC=C

```
! wB97M-V def2-TZVPD RIJCOSX def2/J DEFGRID3
* xyz 2 1
C -2.9750 -0.4143 -1.4423
N -3.8778 0.1348 -0.9150
C -3.9200 0.7249 0.3393
C -2.4378 0.7724 0.8730
N -1.6003 -0.1777 0.1789
C -1.4970 -1.5029 0.8141
C -0.9177 -2.5670 -0.1046
N -0.4227 0.3686 -0.3714
C 0.6247 0.7789 0.5701
O 0.1724 1.9629 1.1868
C 1.9203 1.1425 -0.2021
N 1.5773 2.3549 -1.0118
C 2.5581 0.0391 -1.0444
C 3.0136 -1.0922 -0.1508
C 4.1926 -1.1065 0.4377
H -2.6531 -0.9207 -2.3186
H -4.5835 0.1372 0.9810
H -4.3449 1.7268 0.2604
H -2.0421 1.7728 0.6961
H -2.4659 0.5758 1.9466
H -0.8888 -1.4328 1.7249
H -2.5075 -1.7895 1.1087
H -1.5072 -2.6810 -1.0067
H 0.1172 -2.3715 -0.3733
H -0.9385 -3.5198 0.4157
H -0.0447 -0.3270 -1.0114
H 0.8593 0.0042 1.3149
H 0.4713 2.0368 2.1016
H 2.6521 1.4534 0.5529
H 2.4122 2.8766 -1.2951
H 0.9736 2.9444 -0.4070
H 1.0387 2.1008 -1.8471
H 1.8778 -0.3290 -1.8139
H 3.4345 0.4535 -1.5462
H 2.3205 -1.9067 -0.0092
H 4.5042 -1.9129 1.0757
H 4.9043 -0.3098 0.2925
*
```

---

No. 3
Below is a molecular structure, C10H22O9Zn in a non-equilibrium geometry, with properties calculated with the ωB97M-V functional and the def2-TZVPD basis.

Output
HOMO energy, eV: -7.35
LUMO level, eV: 0.5
M, g/mol: 351.7

```
! wB97M-V def2-TZVPD RIJCOSX def2/J DEFGRID3
* xyz 0 1
Zn -25.6998 -6.3838 -13.4547
O -27.5684 -6.2712 -13.1945
H -28.3514 -6.3701 -12.6793
C -22.9786 -5.0270 -12.6244
O -23.9110 -5.5140 -13.5118
H -22.4549 -4.1485 -13.0223
H -23.4031 -4.8016 -11.6325
H -22.1552 -5.7046 -12.3233
C -27.4925 -9.1689 -11.9408
O -26.1994 -9.6895 -11.6391
C -25.1802 -8.8686 -11.5107
O -25.1082 -7.7755 -11.9965
O -24.1235 -9.4520 -10.9686
C -24.2073 -10.7941 -10.5291
H -27.8357 -8.5744 -11.0908
H -28.1634 -9.9946 -12.1450
H -27.4819 -8.4428 -12.7586
H -24.4884 -11.4712 -11.3348
H -24.9847 -10.9107 -9.7723
H -23.2765 -11.1363 -10.0907
C -23.3116 -6.9146 -16.3105
O -24.2506 -7.9021 -16.7751
C -25.1566 -8.3088 -15.9320
O -25.3215 -7.8811 -14.8169
O -25.8858 -9.2594 -16.4950
C -26.9744 -9.7883 -15.7557
H -23.7620 -5.9331 -16.4519
H -22.3947 -7.1005 -16.8607
H -23.1035 -6.9796 -15.2398
H -26.7076 -10.6729 -15.1701
H -27.7417 -10.0384 -16.4810
H -27.3209 -9.0823 -14.9997
C -26.0503 -3.5051 -17.0912
C -26.6326 -4.2791 -15.9246
O -26.0004 -5.1472 -15.3837
C -28.0906 -4.0069 -15.5252
H -26.8067 -3.0438 -17.7198
H -25.4469 -4.2334 -17.6346
H -25.3646 -2.7246 -16.7574
H -28.5091 -4.9370 -15.1434
H -28.6982 -3.6831 -16.3668
H -28.0355 -3.2974 -14.6995
*
```